[1]
This record from the Open Molecules 2025 dataset describes a structure of composition C34H38N6O6P2Re at a distorted geometry. The level of theory is ωB97M-V/def2-TZVPD.

```
87
Properties=species:S:1:pos:R:3
Re 0.41 -1.99 0.15
C -1.36 3.06 2.97
C -2.24 2.15 2.49
C -1.87 1.16 1.42
C -0.79 1.80 0.49
C 0.59 1.93 1.03
C 1.18 2.60 2.00
C 0.86 4.02 2.31
C -0.70 4.22 2.30
C 2.39 -2.59 0.58
H -0.98 2.95 4.01
H -3.22 1.99 2.99
H -2.79 0.92 0.87
H -1.49 0.17 1.76
H -0.72 1.13 -0.38
H -1.20 2.75 0.14
H 1.25 1.19 0.54
H 2.01 2.14 2.58
H 1.31 4.68 1.54
H 1.32 4.35 3.26
H -0.93 5.13 2.88
H -1.03 4.32 1.27
H 2.87 -1.92 1.32
H 3.15 -2.84 -0.19
H 2.11 -3.55 1.08
P 1.41 -1.37 -1.66
P -1.94 -0.74 -1.97
N 2.88 -0.13 -1.98
N 2.30 -2.54 -2.83
N -1.98 0.95 -2.87
N -3.50 -1.11 -3.12
C 0.49 -0.56 -3.04
C -0.78 -1.37 -3.23
C 4.03 -0.11 -1.22
C 5.03 0.62 -1.90
C 4.46 1.07 -3.12
C 3.13 0.60 -3.13
C 2.67 -3.82 -2.49
C 3.22 -4.46 -3.60
C 3.17 -3.54 -4.68
C 2.62 -2.36 -4.17
C -2.28 2.13 -2.21
C -1.94 3.22 -2.99
C -1.49 2.71 -4.25
C -1.57 1.31 -4.16
C -4.31 -0.34 -3.96
C -5.25 -1.16 -4.61
C -5.00 -2.48 -4.17
C -3.92 -2.42 -3.29
H 0.99 -0.48 -4.01
H 0.32 0.48 -2.71
H -1.15 -1.29 -4.27
H -0.64 -2.43 -2.96
H 4.05 -0.59 -0.25
H 6.04 0.80 -1.56
H 4.91 1.64 -3.91
H 2.39 0.80 -3.87
H 2.50 -4.18 -1.50
H 3.61 -5.46 -3.61
H 3.49 -3.69 -5.70
H 2.43 -1.43 -4.69
H -2.75 2.09 -1.24
H -1.98 4.26 -2.68
H -1.15 3.28 -5.10
H -1.33 0.59 -4.93
H -4.18 0.72 -4.07
H -6.01 -0.82 -5.30
H -5.55 -3.37 -4.45
H -3.42 -3.21 -2.77
O -0.45 -2.61 2.61
C 0.10 -1.50 2.91
O 0.65 -0.82 1.93
C 0.05 -1.00 4.43
C -0.02 0.35 4.84
C -0.30 0.72 6.20
C -0.44 -0.25 7.20
C -0.29 -1.59 6.83
C -0.07 -1.95 5.46
N -0.38 -2.58 7.87
O -0.56 -2.19 9.05
O -0.28 -3.79 7.57
N -0.48 2.08 6.65
O -0.36 3.05 5.85
O -0.74 2.27 7.86
H 0.11 1.16 4.11
H -0.67 0.03 8.23
H -0.02 -3.01 5.23
```

As for the spin multiplicity: 4. As for the HOMO-LUMO gap (spin up / spin down): 0.175 / 0.112 Eh. The LUMO energy (spin up / spin down) is -7.21 / -8.94 eV. As for the total charge: +2.

These are the Mulliken partial charges, in e, on atoms 1 to 6: atom 1 (Re): 0.401, atom 2 (C): -0.067, atom 3 (C): -0.323, atom 4 (C): 0.205, atom 5 (C): 1.304, atom 6 (C): 0.187

[2]
This record from the Open Molecules 2025 dataset describes a structure of composition C22H24FN3O3 at a distorted geometry. The level of theory is ωB97M-V/def2-TZVPD.

```
53
Properties=species:S:1:pos:R:3
O -1.32 -1.26 -0.97
C -2.25 -1.77 -0.36
C -2.58 -3.21 -0.40
C -1.98 -4.11 -1.18
C -2.33 -5.57 -1.25
C -2.34 -5.86 -2.76
C -1.38 -4.82 -3.38
C -0.91 -3.93 -2.22
N -3.07 -1.03 0.43
C -2.88 0.37 0.66
C -1.96 0.63 1.83
C -1.45 2.04 2.21
C -0.49 1.16 3.05
N 0.73 1.80 3.54
C 1.46 1.48 4.64
O 1.95 2.34 5.36
C 1.65 0.06 4.97
C 1.74 -1.04 4.16
C 2.05 -2.15 4.99
C 2.25 -3.51 4.78
F 2.15 -4.02 3.55
C 2.55 -4.34 5.84
C 2.66 -3.82 7.14
C 2.47 -2.48 7.40
C 2.17 -1.66 6.32
N 1.94 -0.32 6.26
C -1.47 0.50 4.02
O -2.51 0.15 3.07
C -0.50 0.17 1.87
H -3.38 -3.55 0.26
H -1.53 -6.15 -0.77
H -3.26 -5.85 -0.75
H -2.06 -6.89 -2.98
H -3.35 -5.72 -3.15
H -0.54 -5.29 -3.89
H -1.91 -4.22 -4.12
H -0.73 -2.90 -2.53
H 0.03 -4.30 -1.81
H -3.79 -1.50 0.96
H -2.44 0.83 -0.23
H -3.84 0.86 0.83
H -0.97 2.59 1.41
H -2.15 2.67 2.75
H 0.77 2.80 3.37
H 1.62 -1.05 3.09
H 2.70 -5.40 5.66
H 2.90 -4.50 7.95
H 2.56 -2.09 8.41
H 1.99 0.35 7.00
H -1.05 -0.39 4.48
H -1.83 1.21 4.77
H -0.36 -0.89 2.09
H 0.10 0.46 1.02
```

As for the HOMO-LUMO gap: 0.322 Eh. The LUMO energy is 0.46 eV.

These are the Mulliken partial charges, in e, on atoms 1 to 6: atom 1 (O): -0.714, atom 2 (C): 1.072, atom 3 (C): -0.964, atom 4 (C): 0.480, atom 5 (C): -0.875, atom 6 (C): -0.577

[3]
This record from the Open Molecules 2025 dataset describes a cluster of 2 separate species, C23H38NSi3 in total at a distorted geometry. The level of theory is ωB97M-V/def2-TZVPD.

```
65
Properties=species:S:1:pos:R:3
C 5.80 -3.41 10.02
Si 4.31 -3.78 11.10
C 4.47 -2.60 12.55
H 3.13 -3.36 10.35
C 4.02 -5.61 11.53
Si 3.98 -6.72 9.98
C 2.53 -6.28 8.88
C 5.52 -6.61 8.91
C 3.89 -8.55 10.39
Si 2.54 -5.84 12.72
C 0.94 -5.31 11.90
C 2.35 -7.61 13.30
C 2.68 -4.88 14.32
H 6.69 -3.85 10.47
H 5.68 -3.77 9.01
H 5.94 -2.33 9.98
H 5.24 -2.97 13.23
H 4.78 -1.63 12.18
H 3.54 -2.48 13.09
H 4.90 -5.91 12.09
H 2.63 -6.81 7.93
H 1.59 -6.58 9.34
H 2.51 -5.21 8.70
H 5.48 -7.41 8.18
H 5.55 -5.67 8.36
H 6.42 -6.72 9.51
H 4.04 -9.12 9.47
H 4.67 -8.81 11.10
H 2.92 -8.82 10.79
H 0.15 -5.29 12.65
H 1.04 -4.31 11.47
H 0.65 -6.00 11.12
H 1.61 -7.64 14.10
H 2.01 -8.27 12.51
H 3.30 -7.98 13.70
H 1.91 -5.24 15.00
H 3.65 -5.04 14.78
H 2.52 -3.82 14.17
C 0.59 -3.38 7.24
C -0.33 -2.51 7.98
N -0.19 -1.16 8.04
C -1.10 -0.32 8.75
C -2.24 -0.63 9.49
C -2.95 0.39 10.08
C -2.55 1.72 9.95
C -1.42 2.04 9.23
C -0.69 1.02 8.63
C 0.50 1.03 7.82
C 0.80 -0.30 7.47
C 1.92 -0.56 6.68
C 2.71 0.48 6.26
C 2.42 1.80 6.61
C 1.32 2.09 7.39
H 0.31 -4.43 7.31
H 0.60 -3.12 6.18
H 1.60 -3.28 7.63
H -1.17 -2.93 8.50
H -2.55 -1.66 9.59
H -3.84 0.16 10.65
H -3.12 2.50 10.43
H -1.10 3.07 9.13
H 2.16 -1.57 6.40
H 3.58 0.28 5.65
H 3.05 2.60 6.27
H 1.07 3.10 7.67
```

As for the HOMO-LUMO gap: 0.250 Eh. The LUMO energy is -5.01 eV. As for the total charge: +1.

These are the Mulliken partial charges, in e, on atoms 1 to 6: atom 1 (C): -1.136, atom 2 (Si): 0.190, atom 3 (C): -1.164, atom 4 (H): -0.263, atom 5 (C): 0.340, atom 6 (Si): -0.141

[4]
This record from the Open Molecules 2025 dataset describes a cluster of 2 separate species, H6N2O3Si in total at a distorted geometry. The level of theory is ωB97M-V/def2-TZVPD.

```
12
Properties=species:S:1:pos:R:3
N 2.37 -0.12 -0.53
N 1.63 0.82 0.24
O -1.83 0.38 1.59
O -1.31 -1.36 -0.48
O -2.50 1.05 -1.04
Si -1.52 0.17 -0.01
H 3.14 -0.52 0.04
H 2.75 0.39 -1.32
H 1.41 1.52 -0.43
H -1.95 -0.49 2.08
H -0.57 -1.85 -0.30
H -3.21 1.57 -0.83
```

As for the HOMO-LUMO gap (spin up / spin down): 0.306 / 0.260 Eh. The LUMO energy (spin up / spin down) is -0.01 / 0.44 eV.

These are the Mulliken partial charges, in e, on atoms 1 to 6: atom 1 (N): -0.328, atom 2 (N): -0.402, atom 3 (O): -0.456, atom 4 (O): -0.392, atom 5 (O): -0.412, atom 6 (Si): 0.339

[5]
This record from the Open Molecules 2025 dataset describes a cluster of 2 separate species, C3H10N2 in total at a distorted geometry. The level of theory is ωB97M-V/def2-TZVPD.

```
15
Properties=species:S:1:pos:R:3
C -0.83 1.08 2.14
C -0.92 -0.45 2.28
H -1.00 1.60 3.08
H 0.14 1.34 1.70
H -1.52 1.43 1.37
H -0.48 -0.75 3.22
H -0.44 -0.96 1.45
H -1.96 -0.77 2.31
N 1.61 -0.42 -0.99
C 0.48 -0.58 -1.76
N -0.13 0.40 -2.28
H 1.61 -0.91 -0.10
H 1.76 0.57 -0.81
H 0.18 -1.62 -1.94
H -0.89 0.06 -2.88
```

As for the HOMO-LUMO gap: 0.395 Eh. The LUMO energy is 0.98 eV.

These are the Mulliken partial charges, in e, on atoms 1 to 6: atom 1 (C): -0.789, atom 2 (C): -0.725, atom 3 (H): 0.325, atom 4 (H): 0.195, atom 5 (H): 0.265, atom 6 (H): 0.271

[6]
This record from the Open Molecules 2025 dataset describes the molecule C5H9NO. The level of theory is ωB97M-V/def2-TZVPD.

```
16
Properties=species:S:1:pos:R:3
C 1.37 0.64 -0.20
C 0.10 -0.17 0.11
C 0.36 -1.39 0.96
C -1.06 0.81 0.45
N -1.54 0.62 -0.93
C -0.63 -0.37 -1.22
O -0.49 -1.09 -2.18
H 1.76 1.12 0.71
H 1.15 1.42 -0.93
H 2.15 -0.01 -0.61
H 0.82 -1.13 1.92
H 1.03 -2.07 0.43
H -0.57 -1.94 1.16
H -1.78 0.43 1.18
H -0.77 1.83 0.71
H -1.91 1.32 -1.56
```

As for the HOMO-LUMO gap: 0.381 Eh. The LUMO energy is 0.83 eV.

These are the Mulliken partial charges, in e, on atoms 1 to 6: atom 1 (C): -1.666, atom 2 (C): 1.763, atom 3 (C): -1.630, atom 4 (C): -0.719, atom 5 (N): -0.218, atom 6 (C): -0.001